DFT (wB97M-V/def2-TZVPD) results for C21H25FN6O5S in the gas phase.

```
59
Properties=species:S:1:pos:R:3:mulliken_charge:R:1
C 0.84 3.29 -0.26 -1.027
O 1.13 1.98 -0.68 0.449
C 0.45 1.55 -1.84 -1.180
C -0.92 0.92 -1.50 -0.110
C -1.65 0.43 -2.75 -1.741
N -0.71 -0.15 -0.55 1.044
C -1.02 -0.15 0.78 1.016
C -1.74 0.94 1.50 -1.593
O -2.92 1.35 0.83 -0.512
C -3.86 0.40 0.51 0.477
C -4.62 0.66 -0.63 -0.460
C -5.59 -0.21 -1.06 -0.539
C -5.83 -1.39 -0.36 -0.473
C -5.10 -1.65 0.78 -0.625
C -4.14 -0.76 1.22 0.622
F -3.49 -1.05 2.37 -0.312
N -0.59 -1.24 1.35 -0.699
N 0.01 -1.99 0.41 -0.201
C -0.04 -1.33 -0.72 0.225
S 0.71 -1.84 -2.20 -0.287
C 1.92 -3.09 -1.63 -0.927
C 2.34 -2.94 -0.19 0.341
O 2.26 -3.92 0.54 -0.724
C 2.80 -1.64 0.27 -0.162
C 2.54 -1.28 1.60 0.429
N 2.15 -2.19 2.50 -0.294
N 2.66 0.02 1.98 0.178
C 2.22 0.43 3.30 -1.411
C 3.22 0.99 1.16 0.685
O 3.34 2.14 1.55 -0.689
N 3.64 0.58 -0.06 0.075
C 4.30 1.58 -0.89 -1.100
C 3.36 -0.67 -0.64 0.747
O 3.64 -0.86 -1.81 -0.754
H 1.49 3.48 0.59 0.263
H 1.05 4.01 -1.06 0.318
H -0.21 3.41 0.04 0.274
H 1.09 0.79 -2.31 0.139
H 0.31 2.38 -2.54 0.535
H -1.53 1.67 -0.99 0.465
H -1.03 -0.27 -3.30 0.370
H -1.88 1.27 -3.39 0.461
H -2.58 -0.06 -2.46 0.418
H -1.94 0.60 2.52 0.422
H -1.12 1.84 1.55 0.399
H -4.42 1.58 -1.17 0.454
H -6.16 0.01 -1.95 0.401
H -6.58 -2.08 -0.69 0.399
H -5.27 -2.55 1.36 0.446
H 1.48 -4.07 -1.77 0.561
H 2.77 -2.94 -2.29 0.503
H 1.58 -1.91 3.28 0.248
H 1.98 -3.12 2.09 0.349
H 1.15 0.24 3.41 0.436
H 2.78 -0.10 4.08 0.370
H 2.41 1.50 3.38 0.359
H 5.09 2.05 -0.31 0.358
H 4.70 1.07 -1.76 0.377
H 3.57 2.33 -1.19 0.206
```

The energy relative to the best compared isomer or geometry (same formula, charge and spin) is 0.0000 eV. The HOMO-LUMO gap comes out at 0.3243 hartree. Its multiplicity is 1. As for the structure (SMILES): COC[C@@H](C)n1c(COc2ccccc2F)nnc1SCC(=O)c1c(N)n(C)c(=O)n(C)c1=O.